1.
C4H5F2N3 | wB97M-V/def2-TZVPD

LUMO level (alpha / beta) in eV: -0.938 / -0.135
Energy relative to the best compared isomer or geometry (same formula, charge and spin) in eV: 6.199
Kohn-Sham gap (alpha / beta) in eV: 7.08 / 8.07
HOMO energy (alpha / beta) in eV: -8.0 / -8.2

Positions of all 14 atoms, in Å:
C (1.30, -1.66, -0.53)
C (1.00, -0.50, 0.10)
C (-0.34, -0.30, -0.02)
C (-1.83, 1.91, 0.50)
N (0.13, -2.07, -1.16)
N (-0.79, -1.25, -0.87)
N (1.86, 0.22, 0.90)
F (-2.87, 1.78, -0.43)
F (-0.89, 2.87, 0.24)
H (2.17, -2.41, -0.53)
H (-2.23, 1.74, 1.47)
H (-1.78, -1.48, -1.19)
H (2.78, 0.06, 0.50)
H (1.50, 1.10, 1.04)

These are the Mulliken partial charges, in e, on atoms 1 to 5:
1 C -0.4660
2 C 0.6706
3 C -0.4230
4 C 0.1631
5 N -0.7885

---

2.
C5H8N2 | wB97M-V/def2-TZVPD

SMILES: CCc1c[nH]cn1
LUMO level in eV: 0.955
Energy relative to the best compared isomer or geometry (same formula, charge and spin) in eV: 1.410
Kohn-Sham gap in eV: 9.34
HOMO energy in eV: -8.4

Positions of all 15 atoms, in Å:
C (-1.78, -1.61, 0.14)
C (-0.96, -0.49, 0.84)
C (0.17, 0.12, 0.11)
C (1.58, 0.28, 0.36)
N (2.10, 1.12, -0.68)
C (0.92, 1.71, -1.29)
N (-0.11, 1.02, -0.92)
H (-2.67, -1.22, -0.32)
H (-2.08, -2.41, 0.91)
H (-1.09, -2.06, -0.62)
H (-1.79, 0.22, 1.10)
H (-0.52, -0.97, 1.80)
H (2.22, 0.03, 1.08)
H (3.02, 1.64, -0.68)
H (1.01, 2.63, -1.85)

These are the Mulliken partial charges, in e, on atoms 1 to 5:
1 C -1.0288
2 C -0.1586
3 C 0.3009
4 C -0.6844
5 N -0.1740

---

3.
C24H8Cl9IrN2O3 | wB97M-V/def2-TZVPD

LUMO level (alpha / beta) in eV: -1.605 / -1.622
Energy relative to the best compared isomer or geometry (same formula, charge and spin) in eV: 2.803
Kohn-Sham gap (alpha / beta) in eV: 5.15 / 5.12
HOMO energy (alpha / beta) in eV: -6.8 / -6.7

Positions of all 47 atoms, in Å:
Ir (0.01, -0.22, 0.65)
Cl (5.00, -3.66, 4.19)
C (3.60, -3.28, 3.28)
C (2.69, -4.32, 2.95)
Cl (3.00, -5.92, 3.46)
C (1.56, -4.03, 2.21)
Cl (0.43, -5.27, 1.81)
C (1.28, -2.72, 1.76)
O (0.28, -2.42, 1.06)
C (2.23, -1.65, 2.11)
O (2.00, -0.48, 1.69)
C (3.37, -1.99, 2.88)
Cl (4.46, -0.72, 3.28)
C (-1.83, -2.14, -2.98)
C (-1.46, -1.83, -1.67)
N (-0.60, -0.87, -1.39)
C (-0.07, -0.15, -2.40)
C (-0.38, -0.39, -3.74)
C (-1.30, -1.42, -4.02)
C (0.23, 0.41, -4.76)
C (1.10, 1.40, -4.44)
C (1.44, 1.66, -3.08)
C (2.33, 2.67, -2.69)
C (2.60, 2.86, -1.36)
C (1.98, 2.04, -0.41)
N (1.14, 1.09, -0.76)
C (0.85, 0.90, -2.06)
H (-2.54, -2.94, -3.16)
H (-1.85, -2.39, -0.83)
H (-1.56, -1.63, -5.04)
H (-0.03, 0.21, -5.79)
H (1.56, 2.00, -5.21)
H (2.80, 3.29, -3.45)
H (3.28, 3.64, -1.03)
H (2.18, 2.15, 0.65)
Cl (-5.23, 3.15, 4.59)
C (-4.17, 2.61, 3.35)
C (-3.19, 1.66, 3.63)
Cl (-3.04, 1.01, 5.21)
C (-2.34, 1.22, 2.63)
Cl (-1.13, 0.04, 2.97)
C (-2.40, 1.71, 1.30)
O (-1.62, 1.32, 0.36)
C (-3.40, 2.68, 1.05)
Cl (-3.51, 3.29, -0.55)
C (-4.26, 3.11, 2.05)
Cl (-5.46, 4.29, 1.69)

These are the Mulliken partial charges, in e, on atoms 1 to 5:
1 Ir 2.2152
2 Cl -0.2097
3 C 0.2935
4 C 0.3044
5 Cl -0.2099

---

4.
C17H16N2O4 | wB97M-V/def2-TZVPD

LUMO level in eV: 0.186
Energy relative to the best compared isomer or geometry (same formula, charge and spin) in eV: 16.708
Kohn-Sham gap in eV: 7.72
HOMO energy in eV: -7.5

Positions of all 39 atoms, in Å:
C (-5.54, -0.45, 1.60)
C (-4.46, -0.78, 0.43)
C (-4.51, -1.57, -0.63)
C (-3.40, -1.56, -1.33)
C (-2.71, -0.74, -0.80)
C (-1.46, -0.09, -0.90)
O (-0.84, -0.49, -1.75)
N (-1.00, 0.93, -0.17)
H (-1.70, 1.31, 0.52)
C (0.26, 1.64, -0.27)
C (-0.20, 3.33, -0.49)
O (-1.30, 3.73, -0.31)
O (0.88, 3.64, -1.18)
H (0.63, 4.84, -1.16)
H (0.69, 1.26, -1.29)
C (1.12, 1.57, 1.07)
C (2.50, 0.76, 0.64)
C (3.65, 1.45, 0.50)
N (4.72, 0.67, -0.01)
C (3.97, -0.60, 0.09)
C (4.46, -1.91, -0.45)
C (3.52, -2.87, -0.21)
C (2.28, -2.68, 0.01)
C (1.71, -1.51, 0.46)
C (2.63, -0.30, 0.06)
H (0.81, -1.42, 0.52)
H (1.64, -3.84, -0.06)
H (4.03, -3.79, -0.65)
H (5.47, -2.07, -0.50)
H (5.62, 0.70, -0.06)
H (3.98, 2.65, 0.48)
H (0.66, 1.01, 1.61)
H (1.44, 2.64, 1.35)
O (-3.47, -0.23, 0.39)
H (-3.17, -2.13, -2.17)
H (-5.43, -2.12, -0.79)
H (-6.46, -1.03, 1.21)
H (-5.16, -0.64, 2.76)
H (-5.86, 0.65, 1.50)

These are the Mulliken partial charges, in e, on atoms 1 to 5:
1 C -0.9550
2 C 0.4577
3 C -0.3433
4 C -0.6999
5 C 0.7714

---

5.
C9H14 | wB97M-V/def2-TZVPD

SMILES: Cc1ccccc1.CC
LUMO level in eV: 1.059
Energy relative to the best compared isomer or geometry (same formula, charge and spin) in eV: 0.565
Kohn-Sham gap in eV: 10.05
HOMO energy in eV: -9.0

Positions of all 23 atoms, in Å:
C (0.79, -2.39, -0.07)
C (1.55, -0.03, 0.38)
C (1.00, -0.95, -0.48)
C (1.55, 1.37, 0.13)
C (1.02, 1.77, -1.06)
C (0.59, -0.50, -1.78)
C (0.53, 0.84, -1.99)
H (2.12, -0.38, 1.23)
H (2.04, 2.11, 0.75)
H (0.79, -3.06, -0.93)
H (-0.12, -2.54, 0.49)
H (0.99, 2.84, -1.27)
H (0.31, -1.26, -2.49)
H (0.12, 1.15, -2.94)
H (1.62, -2.76, 0.54)
C (-1.78, 0.76, 1.89)
C (-1.86, 0.15, 0.51)
H (-0.79, 0.62, 2.34)
H (-1.89, 1.84, 1.83)
H (-2.56, 0.39, 2.55)
H (-2.95, 0.10, 0.32)
H (-1.52, -0.87, 0.36)
H (-1.54, 0.81, -0.28)

These are the Mulliken partial charges, in e, on atoms 1 to 5:
1 C -1.2837
2 C -0.3581
3 C 0.5903
4 C -0.5088
5 C -0.3356

---

6.
C3H3O3Sm | wB97M-V/def2-TZVPD

Expectation value of S²: 15.76
LUMO level (alpha / beta) in eV: -9.453 / -9.634
Charge: +2
Energy relative to the best compared isomer or geometry (same formula, charge and spin) in eV: 0.000
Kohn-Sham gap (alpha / beta) in eV: 8.30 / 8.43
Spin multiplicity: 8
HOMO energy (alpha / beta) in eV: -17.8 / -18.1

Positions of all 10 atoms, in Å:
O (0.11, 1.66, 0.32)
Sm (-1.42, -2.21, 1.27)
O (-0.25, -0.50, -0.25)
C (0.12, 0.68, -0.37)
O (0.78, 0.83, -1.70)
C (1.75, 1.64, -1.88)
C (2.73, 1.93, -0.90)
H (1.79, 2.09, -2.87)
H (3.72, 2.22, -1.26)
H (2.62, 1.97, 0.18)

These are the Mulliken partial charges, in e, on atoms 1 to 5:
1 O -0.4621
2 Sm 1.8910
3 O -0.6492
4 C 0.5952
5 O -0.2220

---

Among the records above, which one has the highest energy relative to the best compared isomer or geometry (same formula, charge and spin)?
C17H16N2O4

---

Which of these has the lowest energy relative to the best compared isomer or geometry (same formula, charge and spin)?
C3H3O3Sm

---

Which of these has the lowest energy relative to the best compared isomer or geometry (same formula, charge and spin)?
C3H3O3Sm

---

Among the records above, which one has the highest energy relative to the best compared isomer or geometry (same formula, charge and spin)?
C17H16N2O4